98
Properties=species:S:1:pos:R:3:forces:R:3 method="wB97M-V/def2-TZVPD" lumo_ev=1.877 charge=-1 total_energy_ha=-5769.44720 orbital_gap_ev=5.62 largest_force_ev_per_a=1.92 de_lowest_ev=0.391
Y -0.127900 0.287900 0.405100 0.28 0.87 -1.04
F 3.520900 4.687400 1.394400 -0.06 -0.24 -0.30
C 2.466300 4.054300 1.901400 0.28 0.41 0.31
F 2.874000 3.389100 2.979500 -0.25 -0.29 -0.33
F 1.596300 4.981600 2.302500 -0.18 -0.24 -0.27
S 1.642200 2.884600 0.656800 0.66 1.67 0.70
O 2.108300 1.566200 0.992700 -0.17 -1.07 0.21
O 0.233000 3.092700 0.812500 -0.56 -0.18 0.07
N 2.201000 3.439200 -0.704100 -0.14 -0.11 -0.15
S 1.696300 2.597100 -1.944500 1.16 0.33 -0.74
O 0.807000 1.528100 -1.537600 -0.49 -0.84 0.13
O 1.301700 3.391300 -3.057200 0.00 0.05 0.08
C 3.324000 1.807300 -2.489100 0.36 0.06 0.03
F 4.217200 2.789100 -2.646000 -0.19 0.22 0.00
F 3.248000 1.152800 -3.641700 -0.52 0.06 0.16
F 3.802100 0.985700 -1.560100 -0.34 -0.03 0.09
C 0.387800 -5.464800 -2.439000 0.00 -0.03 -0.16
N 0.504300 -4.028200 -2.494100 0.16 -0.06 -0.30
C 0.810300 -3.318900 -3.590500 0.06 -0.10 0.22
N 0.810500 -3.943900 -4.790700 -0.16 -0.42 0.16
S 1.193900 -1.704700 -3.482700 0.17 0.68 -0.11
H 1.314000 -5.952100 -2.758600 -0.01 -0.07 0.04
H -0.436400 -5.827700 -3.061300 -0.02 0.00 0.04
H 0.184600 -5.743000 -1.407500 0.00 -0.04 -0.05
H 0.652300 -3.552500 -1.605500 0.05 0.05 -0.19
H 0.530900 -4.905000 -4.878300 -0.05 -0.01 -0.06
H 0.870000 -3.373800 -5.615500 0.11 0.01 0.10
C -3.779400 -2.626800 4.387800 0.17 -0.42 0.17
S -3.119500 -4.322500 4.342200 0.02 0.16 0.04
C -1.532900 -4.060300 5.040200 -0.19 -0.25 0.11
C -0.576400 -3.258900 4.491600 0.07 -0.32 0.51
S -0.721800 -2.340000 3.095800 0.34 0.31 -0.23
S 0.941500 -3.230900 5.454400 -0.75 -0.31 -0.08
C 0.467700 -4.363000 6.687700 -0.31 0.09 -0.32
S 1.456600 -4.852900 7.903400 0.33 -0.10 0.36
S -1.157300 -4.929700 6.516300 0.43 0.39 -0.19
H -4.717400 -2.645300 3.845300 -0.21 0.06 -0.07
H -3.057600 -1.985000 3.889500 -0.02 0.13 -0.06
H -3.935000 -2.321500 5.417700 -0.08 0.08 0.09
C -3.216000 1.445500 4.925900 0.14 -0.05 -0.03
C -1.697900 1.659400 4.827000 0.03 0.08 0.07
C -0.982200 0.893700 5.945000 -0.06 -0.01 -0.07
C -1.391700 3.160400 4.925900 -0.02 -0.09 0.01
C -1.231600 1.162800 3.528500 -0.30 0.33 0.55
C -0.900500 0.760700 2.437100 0.01 -0.07 0.29
H -3.587300 1.795300 5.889200 -0.01 0.03 0.09
H -3.456800 0.390200 4.819100 -0.04 -0.11 0.00
H -3.730300 1.996900 4.139200 -0.07 0.05 -0.09
H -1.358700 1.200500 6.920900 -0.03 0.06 0.09
H 0.089000 1.080200 5.905800 0.08 0.00 0.00
H -1.139100 -0.176000 5.826100 0.00 -0.13 0.00
H -1.744400 3.552200 5.880200 -0.01 0.05 0.09
H -1.884100 3.705600 4.121500 -0.05 0.06 -0.05
H -0.321900 3.340800 4.843800 0.10 0.01 0.02
C 2.884100 -3.887200 0.480100 0.12 -0.05 -0.02
C 1.519800 -4.086200 0.558700 -0.37 -0.05 -0.03
C 0.645300 -3.013700 0.415400 0.13 0.08 0.08
C 1.090000 -1.692500 0.228800 0.05 -0.46 0.07
C 2.484100 -1.535200 0.189700 -0.19 0.02 -0.10
C 3.361700 -2.604400 0.290900 0.20 0.11 0.00
H 3.567300 -4.717500 0.588700 0.07 -0.07 0.02
H 1.123800 -5.073900 0.760100 -0.01 -0.07 0.04
H -0.414200 -3.219100 0.523400 0.04 -0.03 0.01
H 2.917600 -0.548200 0.085400 0.03 0.04 -0.03
H 4.426700 -2.425900 0.243800 0.13 0.01 0.00
C -2.131100 -1.825600 -4.635700 0.40 0.37 0.33
Sb -2.096600 -1.165600 -2.546500 -1.05 -0.95 -0.66
C -4.251800 -0.784100 -2.824800 0.49 0.22 0.23
C -2.533200 -3.159200 -1.763700 0.24 0.48 0.06
H -2.628600 -2.787700 -4.720300 -0.15 -0.05 0.19
H -1.125500 -1.903500 -5.025600 0.18 0.01 -0.02
H -2.668200 -1.082600 -5.217100 -0.14 0.10 -0.02
H -4.688500 -1.617600 -3.360500 0.02 -0.26 -0.09
H -4.396200 0.113500 -3.421000 -0.01 0.16 -0.02
H -4.762300 -0.669100 -1.875000 -0.13 0.06 0.15
H -3.605700 -3.273100 -1.644700 -0.14 0.06 -0.01
H -2.050300 -3.266100 -0.798800 -0.01 -0.16 0.11
H -2.156700 -3.919300 -2.439800 0.08 -0.01 -0.09
C -3.708500 0.824600 0.618000 -0.02 -0.15 0.14
C -5.134700 1.414600 0.720700 -0.10 -0.09 -0.05
N -5.146900 2.794900 0.251200 -0.28 0.09 -0.04
C -4.663500 2.838600 -1.121100 -0.10 0.04 -0.06
C -3.203900 2.326300 -1.194100 -0.04 -0.01 -0.21
N -2.777500 1.854500 0.127400 0.49 -0.36 -0.01
C -2.831500 2.996300 1.055500 0.15 0.14 0.25
C -4.255900 3.591600 1.084900 -0.05 0.01 0.01
H -3.678800 -0.028700 -0.069400 0.00 0.08 0.04
H -3.342500 0.485300 1.592200 -0.02 0.02 -0.12
H -5.491900 1.405500 1.753300 0.00 -0.05 -0.03
H -5.842600 0.847900 0.108900 0.00 -0.02 0.08
H -4.749200 3.870700 -1.469400 0.04 -0.04 -0.09
H -5.331100 2.219600 -1.725100 0.03 0.02 -0.07
H -2.515700 3.118500 -1.500300 0.00 -0.08 -0.03
H -3.125400 1.504800 -1.910400 0.08 0.11 0.07
H -2.089300 3.730200 0.740000 -0.03 -0.05 0.02
H -2.540500 2.626700 2.037900 0.11 0.05 -0.11
H -4.271000 4.619000 0.711300 -0.01 -0.02 0.05
H -4.668200 3.591500 2.096700 0.08 0.08 0.03

19
Properties=species:S:1:pos:R:3:forces:R:3 method="wB97M-V/def2-TZVPD" lumo_ev=3.497 charge=-1 total_energy_ha=-531.14691 orbital_gap_ev=5.52 largest_force_ev_per_a=3.32 de_lowest_ev=2.236
N -1.825359 1.230792 1.097331 0.13 -0.54 -0.15
C -1.213543 1.567126 -0.152412 -0.95 -1.99 0.57
O -0.826419 2.671237 -0.313323 0.68 2.64 -0.53
C -1.089869 0.499352 -1.193187 0.62 0.63 0.42
C 0.433330 0.168025 -1.493950 0.22 -0.86 -0.20
N 0.886872 -1.094286 -1.026080 -0.03 0.29 -0.05
C 0.656535 -1.251799 0.376908 0.38 -0.47 -0.20
C 1.929686 -1.677201 1.098835 -1.55 2.47 -0.48
O 2.377345 -2.754364 1.122196 1.30 -3.05 0.13
O 2.584648 -0.673955 1.744639 0.39 0.57 0.37
H -1.889567 0.223730 1.182385 -0.31 0.02 0.05
H -2.742920 1.648922 1.162396 0.06 0.19 0.23
H -1.638812 -0.384255 -0.901684 -0.03 -0.38 -0.18
H -1.515531 0.952415 -2.080532 -0.22 -0.06 -0.29
H 0.521879 0.142594 -2.578110 0.09 0.11 -0.27
H 1.038424 1.039646 -1.174724 -0.19 0.31 0.18
H -0.040897 -2.089103 0.552298 -0.37 0.09 0.44
H 0.310310 -0.340063 0.897822 -0.32 0.00 0.07
H 2.043889 0.121184 1.679191 0.09 0.03 -0.11

19
Properties=species:S:1:pos:R:3:forces:R:3 method="wB97M-V/def2-TZVPD" lumo_ev="0.444 / 0.444" charge=0 total_energy_ha=-314.33243 orbital_gap_ev="8.27 / 8.27" largest_force_ev_per_a=3.76 de_lowest_ev=5.835
B -0.154799 0.634939 0.094046 -2.15 0.32 -1.86
C -1.249703 1.740921 0.429181 1.94 -1.68 -2.74
C 1.587868 -1.060225 -0.040815 -0.77 -0.44 2.31
C 1.672624 0.745697 1.761302 -1.06 0.60 -3.51
C -1.863271 -1.310110 -1.824000 1.38 -1.37 -1.95
N 0.974488 0.132843 0.592779 0.85 -1.82 0.02
O -0.789940 -0.433391 -2.014516 0.41 1.29 2.90
H -2.084665 1.404847 -0.155537 -0.78 0.25 -0.11
H -0.916223 2.710054 0.117656 0.11 0.57 -0.50
H -1.429831 1.792919 1.432632 -0.75 -0.08 2.76
H 2.032235 -1.879089 0.543506 -0.60 0.62 1.35
H 0.842529 -1.540756 -0.577106 -1.19 -0.54 -1.65
H 2.407736 -0.810586 -0.577440 2.20 1.26 -2.41
H 0.923314 0.942262 2.452259 -0.76 0.18 1.91
H 2.414696 0.052091 1.960399 1.46 -0.89 1.31
H 2.049279 1.670939 1.353503 0.64 0.39 0.50
H -2.740622 -0.911058 -1.317602 -0.19 0.12 0.24
H -1.499084 -2.280619 -1.312476 -0.85 1.04 -0.47
H -2.176629 -1.601677 -2.917772 0.10 0.18 1.89

72
Properties=species:S:1:pos:R:3:forces:R:3 method="wB97M-V/def2-TZVPD" lumo_ev="-1.088 / -0.739" charge=0 multiplicity=5 total_energy_ha=-5787.67084 orbital_gap_ev="7.19 / 7.64" largest_force_ev_per_a=3.78 de_lowest_ev=0.974
Mn -0.209586 0.662866 -1.719671 1.43 -2.08 2.81
C 2.469131 -5.062173 2.392907 0.10 0.01 -0.05
C 3.522620 -4.562903 1.390796 -0.01 -0.07 0.04
C 4.839164 -4.354473 2.142331 -0.08 0.00 -0.06
C 3.749105 -5.632297 0.312483 0.01 0.07 0.05
C 3.015475 -3.275500 0.747168 0.05 0.05 0.02
C 1.860247 -3.297319 -0.025444 -0.16 -0.09 -0.10
C 1.387849 -2.119920 -0.546683 -0.32 0.38 -0.27
Br -0.233580 -2.143874 -1.616589 0.34 -0.10 0.15
C 1.979845 -0.852528 -0.370432 0.02 -0.63 0.19
O 1.401674 0.217824 -0.869669 -0.28 0.77 -0.46
C 3.184900 -0.838343 0.371487 -0.17 0.24 -0.17
C 3.638587 -2.044510 0.905015 -0.01 -0.12 -0.01
C 4.068166 0.400211 0.623937 -0.02 0.00 0.01
C 4.207741 0.612778 2.139690 0.01 -0.01 -0.06
C 3.549998 1.709618 0.020342 -0.06 -0.12 -0.02
C 5.451487 0.127827 0.008757 -0.05 0.01 0.03
H 2.800753 -5.994211 2.856167 -0.02 0.00 0.00
H 1.512398 -5.245097 1.902261 -0.01 -0.02 0.02
H 2.314523 -4.321771 3.180029 -0.03 -0.01 0.01
H 5.155928 -5.299778 2.585353 0.01 0.00 0.00
H 4.726833 -3.630013 2.950873 0.04 0.01 0.00
H 5.629567 -4.016798 1.469347 0.02 0.02 0.04
H 4.141690 -6.543263 0.768953 -0.02 -0.02 -0.02
H 4.468139 -5.280274 -0.429052 0.00 -0.02 -0.01
H 2.822999 -5.885669 -0.204360 0.01 -0.01 -0.02
H 1.319621 -4.212299 -0.230867 0.04 -0.03 0.07
H 4.552432 -2.011247 1.480022 -0.01 0.01 0.00
H 3.225901 0.764747 2.592180 0.01 0.02 0.03
H 4.816811 1.497884 2.334909 0.00 -0.01 0.01
H 4.682016 -0.237309 2.631336 -0.01 0.02 0.02
H 2.598161 2.001419 0.460269 -0.03 0.04 -0.03
H 3.417110 1.627593 -1.055669 -0.02 0.05 -0.04
H 4.276482 2.501462 0.216301 0.01 -0.04 0.04
H 5.936021 -0.737750 0.461360 0.03 0.01 -0.01
H 6.100052 0.994553 0.152377 0.00 -0.01 0.00
H 5.356227 -0.058062 -1.062350 0.03 0.01 -0.01
O -0.624252 3.067820 -2.403091 -0.05 -0.03 -0.10
S -0.897557 2.026098 -3.395780 -0.60 2.16 -1.55
O -1.383732 2.434799 -4.665602 0.03 -0.27 0.09
O 0.363570 1.158055 -3.429878 0.42 -0.13 -0.47
O -1.790216 1.018199 -2.656681 -0.57 -0.18 0.03
C -7.203733 0.812668 -3.305194 0.12 0.03 -0.02
C -6.313786 1.748682 -2.532564 -0.12 -0.11 -0.01
C -6.120718 1.594452 -1.167234 0.04 0.06 -0.07
C -5.304559 2.454296 -0.445270 0.07 0.03 0.00
C -4.639712 3.486204 -1.098492 -0.10 -0.14 0.24
N -3.836110 4.450864 -0.444049 0.25 -0.21 -0.34
C -3.386445 4.576121 0.831268 -0.08 0.21 0.47
O -3.123743 5.656431 1.319402 0.03 -0.06 -0.12
N -3.300046 3.426289 1.643609 -0.19 -0.08 -0.14
C -2.591209 2.249052 1.435661 0.25 -0.17 -0.25
C -2.570841 1.298767 2.455273 -0.04 -0.02 -0.16
C -1.855984 0.132121 2.279883 0.00 0.03 0.18
C -1.156479 -0.069899 1.111041 0.39 -0.17 -0.22
N -1.144414 0.838731 0.132562 -0.68 0.43 -0.04
C -1.851651 1.973463 0.277880 -0.07 0.08 0.40
C -4.825749 3.646987 -2.467447 0.14 -0.02 -0.10
C -5.653617 2.794097 -3.170285 0.10 -0.03 0.06
H -7.682310 0.094114 -2.641248 -0.02 -0.01 -0.03
H -6.621729 0.260089 -4.045498 -0.05 -0.02 0.00
H -7.980784 1.360969 -3.839406 -0.01 -0.02 0.00
H -6.623356 0.788063 -0.646155 -0.01 0.02 0.01
H -5.212124 2.322118 0.620862 0.03 0.02 0.04
H -3.679536 5.290836 -0.978210 -0.01 0.10 0.07
H -3.400009 3.680448 2.613296 0.13 0.13 0.04
H -3.110942 1.481849 3.376224 -0.03 -0.01 -0.01
H -1.821800 -0.620221 3.054630 -0.01 0.00 0.00
H -0.562349 -0.961278 0.962396 -0.03 0.02 -0.05
H -1.769251 2.699367 -0.517478 -0.11 0.00 -0.17
H -4.299197 4.435607 -2.991574 0.01 0.03 0.01
H -5.762114 2.932340 -4.238714 -0.04 0.00 -0.01